(1)
13
Properties=species:S:1:pos:R:3:forces:R:3 method="wB97M-V/def2-TZVPD" fmax_ev_per_a=4.068 energy_ev=-14102.6683 homo_energy_ev=-5.79
H -1.54090 0.47147 1.91301 -0.4 -0.3 -0.5
Li 0.46468 1.05653 -1.08635 0.1 -0.5 0.3
H -0.72842 -1.43071 1.07483 -0.3 0.3 -0.1
C -1.64896 0.91995 0.90715 0.7 2.0 -0.1
O 1.18903 -0.57819 -0.59866 -3.9 0.6 -1.1
C -0.98430 -1.21009 0.02918 0.1 -0.7 0.5
C 0.23326 -1.58220 -0.79532 -0.1 -0.2 0.2
O -1.21654 0.20532 -0.14271 -0.4 -0.4 0.0
H -1.89896 -1.74886 -0.24496 0.2 0.1 0.0
Cd 3.14767 -0.85078 -0.42934 3.9 -0.4 0.3
H 0.59775 -2.55889 -0.42517 -0.1 0.2 0.0
H -0.07222 -1.77987 -1.83799 0.3 0.4 0.0
O -1.90921 2.08935 0.73800 -0.1 -1.1 0.4

(2)
13
Properties=species:S:1:pos:R:3:forces:R:3 method="wB97M-V/def2-TZVPD" fmax_ev_per_a=3.132 total_charge=-1 energy_ev=-15945.1815 homo_energy_ev=-3.24
H 0.78966 0.87994 -1.24454 0.2 -1.4 -0.1
C 0.73181 0.02451 -0.55898 1.1 0.6 0.7
Cd -4.44021 -1.18264 -0.38438 -2.1 -0.9 -1.2
C -1.61581 -0.08556 0.33810 0.9 -2.7 -1.3
H 3.02313 -0.08397 -1.47817 -0.1 0.0 -0.1
H 0.85578 -1.06365 -0.64954 -0.1 1.0 -0.8
O -1.08780 -0.05752 -0.82743 -0.7 1.0 0.4
O 2.80708 0.03790 -0.55040 -1.0 0.2 0.6
O -2.75841 -0.47852 0.60813 1.6 1.8 1.5
O -0.71583 -0.04436 1.32676 0.1 0.8 1.2
C 0.55457 0.46580 0.89479 0.1 -0.3 -0.6
H 1.32094 0.03020 1.54342 -0.2 0.2 -0.3
H 0.53510 1.55787 0.98225 0.2 -0.2 0.0

(3)
13
Properties=species:S:1:pos:R:3:forces:R:3 method="wB97M-V/def2-TZVPD" fmax_ev_per_a=3.996 total_charge=+1 energy_ev=-15937.5795 homo_energy_ev=-14.41
H -1.90289 -1.27928 1.09648 0.2 0.1 -0.2
Cd 3.30279 -0.11123 0.26264 2.7 0.1 1.7
O -0.03599 -0.82197 0.36350 0.6 -0.1 -0.5
H -2.36000 1.08090 1.11001 0.2 0.0 -0.2
O -0.42555 1.33026 0.42908 0.6 0.3 -0.4
O 1.62280 0.57878 0.85413 -3.0 1.7 0.7
C 0.47276 0.38106 0.44932 -1.2 -0.3 2.4
H 3.10237 -0.31975 -2.25669 0.2 0.3 0.0
H -2.15471 1.14318 -0.67376 0.1 -0.1 0.3
O 3.35660 -0.76755 -1.44997 0.5 -1.9 -3.5
C -1.47138 -0.74684 0.24320 -0.5 -0.2 -0.2
H -1.76450 -1.22974 -0.69356 0.1 0.1 0.2
C -1.74230 0.76219 0.26563 -0.5 0.0 -0.3

(4)
9
Properties=species:S:1:pos:R:3:forces:R:3 method="wB97M-V/def2-TZVPD" fmax_ev_per_a=3.204 energy_ev=-15708.3050 homo_energy_ev="-8.41 / -9.48"
C -1.78612 -0.19518 -0.59570 -1.2 1.3 -2.2
H 1.15840 -0.39419 0.46199 1.7 -2.7 0.5
H -0.89833 -0.53709 2.70390 0.0 0.0 -0.2
C -0.70685 0.11103 -0.01092 1.5 0.6 1.8
H -2.05399 -0.00213 -1.64519 1.2 -0.6 -0.2
H 0.94357 1.12828 1.08110 -0.7 0.0 -0.7
H 1.13475 0.84364 -0.68771 0.5 0.6 -0.8
C 0.70203 0.47941 0.21055 -1.7 1.2 0.5
Cl -3.39018 -0.17276 0.03805 -1.2 -0.5 1.4

(5)
9
Properties=species:S:1:pos:R:3:forces:R:3 method="wB97M-V/def2-TZVPD" fmax_ev_per_a=3.934 energy_ev=-15706.7375 homo_energy_ev="-8.42 / -8.31"
H -1.44297 1.99904 0.29497 0.0 -1.3 -1.2
C -1.62670 1.16186 -0.50003 1.0 0.2 1.6
H 1.62219 0.57030 -0.14854 0.4 3.9 -0.5
H -0.31601 -1.77263 -0.09037 0.6 1.9 0.6
C 1.36679 -0.37948 0.03682 0.0 -3.4 0.1
C -0.01435 -0.69075 0.25902 -2.5 -0.5 -0.5
H 1.81562 -0.59192 1.01886 0.1 -0.3 0.1
H 1.82712 -0.99615 -0.72103 0.5 -0.4 -0.1
Cl -3.23168 0.69973 -0.14971 -0.1 -0.1 -0.1

(6)
9
Properties=species:S:1:pos:R:3:forces:R:3 method="wB97M-V/def2-TZVPD" fmax_ev_per_a=4.809 energy_ev=-15708.8329 homo_energy_ev="-9.35 / -9.02"
H 1.36857 0.50803 1.02189 0.1 0.3 -0.1
H 1.61898 0.59386 -0.75291 0.4 0.1 0.5
H -0.32147 -2.05619 0.51763 -1.2 1.4 -0.5
C -0.33604 0.59889 -0.20946 -1.8 -4.4 0.8
H 1.36403 -0.98796 0.03955 -1.6 2.1 0.0
Cl -3.01585 -0.12747 0.00074 -0.7 0.1 -0.2
H -0.31536 1.54767 -0.56473 -0.9 3.0 -0.9
C -1.37898 -0.22760 -0.10566 2.5 -0.5 0.9
C 1.01613 0.15077 0.05295 3.2 -2.1 -0.4

(7)
9
Properties=species:S:1:pos:R:3:forces:R:3 method="wB97M-V/def2-TZVPD" fmax_ev_per_a=1.881 energy_ev=-15711.4785 homo_energy_ev=-9.39 smiles="C1=CC1.Cl"
H 1.74902 1.20471 0.22572 -1.0 -0.2 0.3
C 0.85876 0.52988 0.19459 0.8 0.3 0.2
H 0.40606 0.14619 -2.11581 -0.4 -0.4 -0.4
H 1.73897 -1.76477 0.12254 -0.9 1.1 -0.6
H 0.05430 0.63396 0.90050 0.0 0.7 0.3
Cl -2.63697 0.26971 0.98753 0.2 0.1 0.0
C 1.15321 -0.86153 -0.19248 0.7 -1.7 -0.4
H -3.88016 0.00575 0.98507 -0.3 -0.1 0.0
C 0.55682 -0.16390 -1.10767 0.9 0.2 0.6

(8)
18
Properties=species:S:1:pos:R:3:forces:R:3 method="wB97M-V/def2-TZVPD" fmax_ev_per_a=3.933 total_charge=+1 energy_ev=-62209.6364 homo_energy_ev="-10.73 / -12.12"
N -0.69407 -2.07660 1.58772 -0.7 0.3 -0.4
Cl -0.57215 -1.44348 -2.02478 0.6 -0.3 -0.1
H 0.19914 2.22483 -0.74444 0.8 1.9 -1.6
N 0.03553 1.55908 -0.06573 2.5 -1.6 2.6
N -0.69265 0.15820 -2.57319 -1.4 0.8 0.4
C -1.19960 1.09657 -0.07079 0.2 -1.5 -0.8
C -0.49214 -0.84815 0.94426 1.8 -2.1 0.1
Cl -2.25090 -2.87050 1.66725 1.0 1.1 -0.3
N 0.80670 -0.50037 0.83913 -1.4 0.6 -0.1
H 2.81506 1.94549 0.15216 -1.2 -1.4 -0.2
H 3.09945 0.19734 0.34742 -2.2 1.8 0.0
N 2.37222 0.99448 0.22435 2.0 0.1 -0.1
N -1.49820 -0.08619 0.46005 -0.9 -2.2 1.4
Cl 0.74905 1.05547 -2.70361 0.5 -0.6 -0.4
Cl 0.58513 -3.21589 1.83599 -0.6 1.1 -0.3
H -1.89500 1.64323 -0.55655 -2.4 1.6 -1.1
C 1.07437 0.69325 0.29211 0.4 -0.5 1.0
H -2.44193 -0.52675 0.38864 1.0 0.8 0.0